Entry 1:
DFT (ωB97M-V/def2-TZVPD) results for C17H38BrN9O4P2S3SbTi as an isolated structure.

```
76
Properties=species:S:1:pos:R:3
Sb -3.2145 -1.2906 -1.9942
Br 0.1671 3.8666 0.6078
Ti -1.3467 0.3870 0.2457
S -4.5177 -0.0345 -3.3970
S -0.9762 -0.7641 -2.5161
S -3.6481 -0.5254 0.2422
P 0.5078 -2.3778 0.0344
P 1.7558 0.1026 -0.8147
O -0.5577 -0.1324 2.3061
O -0.8287 -1.7565 0.2668
O 0.6425 0.7758 -0.0885
O 1.6287 -1.5056 -0.7327
N 2.0602 0.4515 -2.3763
N -2.4437 3.3554 -2.8924
N 3.1314 0.4388 0.0150
N -1.9217 1.6942 -1.1603
N -1.8427 1.9819 1.4604
N -2.2281 -1.4446 3.1456
N -0.6601 -0.4307 4.5250
N 0.3946 -3.7948 -0.7647
N 1.3087 -2.6339 1.4510
C -1.1459 -0.6394 3.2685
C 2.2529 -0.5684 -3.4106
C 1.6279 -4.3966 -1.2627
C -0.8196 3.3935 3.1806
C -2.7101 4.7434 -2.5141
C -2.1625 2.4694 -1.9686
C -2.7738 2.9181 -4.2552
C -1.7466 2.9724 4.1467
C 2.7595 -2.6467 1.5939
C -2.8507 2.2270 3.6631
C -0.9143 2.9195 1.9032
C 1.4983 1.7238 -2.8635
C 0.6270 -3.5247 2.3941
C -2.8885 1.7926 2.3758
C 4.4659 0.3360 -0.5545
C -0.8154 -4.1848 -1.4909
C 3.0797 0.9310 1.3932
H -0.0222 0.3422 4.6026
H 3.0208 -0.2146 -4.1022
H -1.2500 -0.6018 5.3186
H -0.8408 -5.2756 -1.5460
H 3.0242 -2.2494 2.5758
H 1.3299 -0.7610 -3.9587
H -0.4497 -3.4747 2.2570
H 3.4158 1.9699 1.4431
H -0.0574 4.1267 3.4154
H -1.6976 -3.8501 -0.9529
H 1.5327 2.4836 -2.0811
H -2.3687 4.9175 -1.4978
H -2.1705 5.4077 -3.1901
H 3.1665 -3.6625 1.5232
H -0.8393 -3.7687 -2.4980
H 0.4643 1.5915 -3.1888
H 1.7935 -4.1428 -2.3153
H -2.7911 -1.6248 3.9563
H 0.8480 -3.2056 3.4151
H -3.8214 3.1368 -4.4697
H -2.1391 3.4442 -4.9705
H 0.9562 -4.5630 2.2706
H 4.4260 0.0083 -1.5896
H 3.7304 0.3269 2.0334
H 4.9721 1.3065 -0.5257
H 3.2289 -2.0223 0.8388
H -2.7156 -1.4067 2.2615
H 1.5708 -5.4813 -1.1716
H 2.0643 0.8794 1.7792
H 2.1055 2.0659 -3.7032
H -2.6197 1.8439 -4.3391
H -3.7777 4.9598 -2.5818
H 5.0704 -0.3778 0.0135
H 2.5884 -1.5038 -2.9671
H -1.6783 3.3013 5.1763
H -3.7529 1.2792 1.9914
H -3.7011 2.0184 4.3039
H 2.4894 -4.0521 -0.6886
```

The highest occupied orbital energy (alpha / beta) comes out at -4.86 / -6.98 eV. Its multiplicity is 4. The max |F| comes out at 1.703 eV/A. The molar mass comes out at 840.2 g/mol. For the energy above the lowest of the compared OMol25 structures with the same formula, charge and spin, the calculation gives 103.94 kJ/mol. The total energy is -7005.637191 a.u. The LUMO energy (alpha / beta) is 0.32 / -1.13 eV.

Entry 2:
DFT (ωB97M-V/def2-TZVPD) results for a 3-piece molecular cluster, C17H38N2O9P2 overall.

```
68
Properties=species:S:1:pos:R:3
P 2.9976 4.1187 -2.6192
P 4.7252 2.7837 0.0037
O -1.0514 -4.1882 -0.4518
O 3.7548 1.6563 0.3406
O 5.9086 2.7553 1.2437
O 5.6282 2.4723 -1.4210
O -0.4969 2.7919 2.0653
O 0.5912 3.4834 -1.1072
O -4.4013 -2.1366 1.8012
O -1.3567 -4.8411 1.6350
O -3.6377 -1.1034 0.0048
N -1.5039 0.6837 1.8355
N 4.0530 4.3773 0.0651
C -1.6511 0.7534 3.3086
C 0.8974 -4.5268 1.0063
C -4.7826 -4.4239 2.5120
C -1.4180 2.2780 -0.1931
C -0.2531 -3.6017 -1.4901
C -5.0528 -2.9433 -0.4251
C -0.5393 -0.3892 1.4782
C -0.7852 3.6457 -0.7488
C 2.8289 4.5695 -0.7924
C -4.3323 -1.9741 0.4696
C 0.4861 -4.6648 -2.2761
C -0.5864 -4.5067 0.7682
C 1.4943 3.9669 -0.1059
C 4.5130 4.8869 -3.4246
C -5.3286 -3.0138 2.4564
C 2.7965 2.2894 -2.9767
C -1.0659 1.9908 1.3126
H -0.2174 -5.3938 -2.6845
H 3.3276 2.0909 -3.9724
H 1.4539 -3.8325 0.3803
H 4.2755 5.0032 -4.5347
H 0.4137 -2.8372 -1.0854
H -2.2799 1.6372 3.6351
H 1.0135 4.8180 0.4897
H -1.0132 4.5354 -0.0925
H 1.2703 -5.5405 0.8528
H -4.3648 -3.7387 -0.7163
H 5.4838 4.3213 -3.2857
H -2.5506 2.4194 -0.2758
H -5.9457 -3.3758 0.0214
H 1.1849 -5.2185 -1.6461
H -5.3826 -2.4083 -1.3168
H 4.5862 5.9576 -3.0292
H -0.6409 0.7838 3.8345
H -6.3160 -2.9606 1.9917
H -1.1891 1.4028 -0.8877
H -5.4611 -5.0809 3.0603
H 1.7521 3.1843 0.6858
H 4.7743 4.9929 -0.3471
H -3.8081 -4.4334 3.0042
H -1.0801 -1.3908 1.4195
H 3.2607 1.5777 -2.2336
H -2.1813 -0.1764 3.6791
H -1.3439 3.8343 -1.7301
H -0.9499 -3.0841 -2.1520
H -5.4456 -2.6311 3.4722
H 6.5749 2.6111 -1.2250
H 6.3053 1.8575 1.2086
H 0.3081 -0.4122 2.2467
H 2.6488 5.6998 -0.7897
H 1.0840 -4.2278 2.0385
H -0.0936 -0.1504 0.4625
H -4.6352 -4.8366 1.5126
H 1.0449 -4.2152 -3.0990
H 1.7044 2.0283 -3.1669
```

The highest occupied orbital energy comes out at -7.26 eV. Its multiplicity is 1. The max |F| comes out at 3.631 eV/A. The molar mass comes out at 476.4 g/mol. For the energy above the lowest of the compared OMol25 structures with the same formula, charge and spin, the calculation gives 320.33 kJ/mol. The total energy is -2139.922024 a.u. The LUMO energy is 0.23 eV. As for the structure (SMILES): CN(C)C(=O)CCOC[C@@H](NP(=O)(O)O)P(C)C.CCOC(C)=O.CCOC(C)=O.